Density functional theory data (the ωB97M-V functional and the def2-TZVPD basis) for a single CH2N2O3S molecule.

- F_max: 3.6 eV Å⁻¹
- Orbital gap: 10.65 eV
- Spin multiplicity: 1
- Energy relative to the best compared isomer or geometry (same formula, charge and spin): 45.94 kcal/mol
- Total charge: 0
- DFT total energy: -772.63361 Eh

Each atom is followed by the atoms it is bonded to, with distances in Å.
Atoms and positions in Å:
1 N 1.20529 -0.53446 -0.90577  C2 1.471, N5 1.201
2 C 0.12304 0.22933 -0.26536  N1 1.471, O4 1.356, H6 1.195, H8 1.173
3 O 2.94158 1.31909 1.32910  S7 1.432
4 O 0.54263 1.36309 0.34810  C2 1.356, S7 1.738
5 N 2.31555 -0.08141 -0.84292  N1 1.201, S7 1.819
6 H -0.51083 0.36973 -1.26841  C2 1.195
7 S 2.25609 1.48338 0.08292  O3 1.432, O4 1.738, N5 1.819, O9 1.413
8 H -0.27029 -0.62901 0.43091  C2 1.173
9 O 2.47160 2.59056 -0.76854  S7 1.413